{
  "formula": "C10H16",
  "method": "ωB97M-V/def2-TZVPD",
  "homo_lumo_gap_ev": 9.97,
  "total_charge": 0,
  "relative_energy_kcal_mol": 27.3,
  "e_homo_ev": -8.999,
  "smiles": "CCc1ccccc1.CC",
  "spin_multiplicity": 1,
  "largest_force_ev_per_a": 2.51,
  "elements": ["C", "C", "C", "C", "C", "C", "C", "C", "H", "H", "H", "H", "H", "H", "H", "H", "H", "H", "C", "C", "H", "H", "H", "H", "H", "H"],
  "positions_angstrom": [[-2.915, -0.750, -0.171], [-2.080, 0.566, -0.108], [-0.764, 0.464, -0.907], [-0.233, 1.668, -1.385], [0.704, 1.654, -2.401], [1.348, 0.442, -2.785], [0.954, -0.721, -2.197], [-0.118, -0.681, -1.295], [-3.918, -0.553, -0.602], [-3.082, -1.205, 0.784], [-2.396, -1.566, -0.683], [-2.594, 1.424, -0.607], [-1.827, 0.750, 0.955], [-0.629, 2.625, -1.054], [1.140, 2.529, -2.984], [2.141, 0.469, -3.538], [1.304, -1.725, -2.458], [-0.403, -1.631, -0.872], [1.720, -1.121, 2.385], [1.622, 0.202, 3.182], [0.736, -1.545, 2.120], [2.356, -0.789, 1.559], [2.080, -2.007, 2.886], [0.898, 0.899, 2.771], [1.362, -0.068, 4.221], [2.594, 0.671, 3.182]]
}

***

{
  "formula": "C16H15F8NO5",
  "method": "ωB97M-V/def2-TZVPD",
  "homo_lumo_gap_ev": 9.38,
  "total_charge": 0,
  "e_homo_ev": -9.831,
  "smiles": "CCCON1C(=O)c2ccc(O)cc2C1=O.FC(F)C(F)(F)COC(F)(F)C(F)F",
  "spin_multiplicity": 1,
  "largest_force_ev_per_a": 0.65,
  "elements": ["C", "C", "C", "O", "N", "C", "O", "C", "C", "C", "C", "O", "C", "C", "C", "O", "H", "H", "H", "H", "H", "H", "H", "H", "H", "H", "H", "F", "C", "F", "C", "F", "F", "C", "O", "C", "F", "F", "C", "F", "F", "H", "H", "H", "H"],
  "positions_angstrom": [[-5.721, 0.019, -3.578], [-4.621, 0.501, -4.549], [-3.319, -0.210, -4.260], [-2.310, 0.186, -5.210], [-1.144, 0.568, -4.594], [-0.268, -0.381, -4.010], [0.019, -1.452, -4.467], [0.277, 0.293, -2.796], [1.098, -0.205, -1.805], [1.436, 0.641, -0.758], [0.937, 1.945, -0.714], [1.270, 2.760, 0.354], [0.132, 2.454, -1.724], [-0.186, 1.601, -2.761], [-1.029, 1.837, -3.971], [-1.447, 2.869, -4.409], [-6.504, -0.537, -4.090], [-5.311, -0.646, -2.813], [-6.176, 0.857, -3.053], [-4.924, 0.302, -5.577], [-4.503, 1.581, -4.450], [-3.459, -1.292, -4.351], [-2.988, 0.000, -3.239], [1.461, -1.224, -1.846], [2.088, 0.301, 0.033], [0.569, 2.703, 1.014], [-0.242, 3.469, -1.704], [1.872, -0.730, 6.273], [2.913, -1.559, 6.486], [3.671, -1.040, 7.477], [3.781, -1.696, 5.232], [4.389, -0.524, 4.958], [4.750, -2.595, 5.576], [3.127, -2.261, 3.964], [2.675, -1.341, 2.987], [1.432, -0.777, 3.028], [0.638, -1.352, 3.947], [0.857, -0.989, 1.818], [1.505, 0.747, 3.194], [2.184, 1.081, 4.302], [0.244, 1.237, 3.294], [2.541, -2.537, 6.802], [3.930, -2.797, 3.462], [2.362, -2.998, 4.209], [1.993, 1.189, 2.321]]
}

***

{
  "formula": "C34H40N8O2PReS",
  "method": "ωB97M-V/def2-TZVPD",
  "homo_lumo_gap_ev": [5.77, 6.24],
  "total_charge": 3,
  "relative_energy_kcal_mol": 0.1,
  "e_homo_ev": [-15.328, -15.340],
  "spin_multiplicity": 2,
  "largest_force_ev_per_a": 0.51,
  "s2": 0.763,
  "elements": ["Re", "O", "C", "C", "C", "C", "C", "C", "C", "N", "C", "C", "N", "H", "H", "H", "H", "H", "H", "H", "N", "C", "C", "C", "C", "C", "N", "C", "C", "C", "C", "C", "N", "H", "H", "H", "H", "H", "H", "H", "H", "H", "N", "N", "H", "H", "H", "H", "N", "S", "C", "C", "C", "C", "C", "C", "C", "C", "C", "C", "C", "C", "H", "H", "H", "H", "H", "H", "H", "H", "H", "H", "H", "C", "P", "C", "C", "O", "H", "H", "H", "H", "H", "H", "H", "H", "H"],
  "positions_angstrom": [[-0.261, 0.659, 0.169], [1.460, -0.122, 0.503], [1.977, -0.792, 1.557], [3.101, -1.578, 1.312], [3.647, -2.344, 2.325], [3.081, -2.335, 3.596], [1.989, -1.536, 3.855], [1.423, -0.743, 2.845], [0.357, 0.196, 3.150], [-0.403, 0.866, 2.272], [-1.201, 1.725, 3.015], [-0.931, 1.558, 4.331], [0.046, 0.599, 4.395], [3.510, -1.588, 0.312], [4.511, -2.961, 2.126], [3.497, -2.949, 4.382], [1.566, -1.546, 4.850], [-1.901, 2.398, 2.557], [-1.340, 2.023, 5.208], [0.484, 0.268, 5.241], [-1.643, 1.942, -2.573], [-2.507, 1.934, -1.508], [-3.740, 2.590, -1.691], [-4.692, 2.524, -0.711], [-4.427, 1.781, 0.449], [-3.197, 1.204, 0.574], [-2.202, 1.316, -0.356], [-0.483, 1.244, -2.860], [-0.024, 1.319, -4.182], [1.101, 0.621, -4.544], [1.744, -0.159, -3.584], [1.244, -0.181, -2.309], [0.148, 0.525, -1.924], [-2.011, 2.435, -3.374], [-3.934, 3.108, -2.620], [-5.647, 3.013, -0.847], [-5.169, 1.655, 1.223], [-2.950, 0.599, 1.433], [-0.564, 1.917, -4.902], [1.465, 0.666, -5.560], [2.621, -0.741, -3.823], [1.692, -0.785, -1.534], [-2.350, -1.547, -0.455], [-1.116, -1.276, 0.272], [-2.779, -2.361, -0.022], [-2.068, -1.857, -1.383], [-0.370, -2.058, -0.033], [-1.314, -1.477, 1.253], [0.713, -3.086, -0.394], [0.580, -4.633, -0.908], [-0.187, -4.493, -2.511], [-0.643, -3.280, -2.995], [-1.288, -3.238, -4.225], [-1.472, -4.402, -4.953], [-1.008, -5.614, -4.457], [-0.367, -5.667, -3.232], [2.215, -5.194, -1.345], [2.764, -6.169, -0.526], [4.062, -6.599, -0.763], [4.787, -6.053, -1.808], [4.225, -5.077, -2.627], [2.936, -4.640, -2.398], [1.168, -3.201, 0.512], [-0.452, -2.382, -2.430], [-1.648, -2.295, -4.614], [-1.977, -4.370, -5.907], [-1.149, -6.521, -5.025], [-0.012, -6.612, -2.844], [2.179, -6.602, 0.274], [4.496, -7.370, -0.145], [5.792, -6.398, -2.002], [4.795, -4.677, -3.453], [2.477, -3.900, -3.040], [-0.558, 5.065, 0.535], [0.852, 3.962, 0.503], [2.065, 4.584, -0.653], [1.599, 3.909, 2.129], [0.401, 2.559, 0.030], [-0.244, 6.061, 0.845], [-1.307, 4.699, 1.237], [-1.000, 5.130, -0.459], [2.353, 5.597, -0.374], [1.650, 4.599, -1.660], [2.950, 3.948, -0.639], [1.956, 4.904, 2.395], [2.448, 3.225, 2.121], [0.876, 3.582, 2.875]]
}

***

{
  "formula": "C2H9N2OS",
  "method": "ωB97M-V/def2-TZVPD",
  "homo_lumo_gap_ev": [9.54, 9.54],
  "total_charge": 1,
  "relative_energy_kcal_mol": 71.6,
  "e_homo_ev": [-13.392, -13.393],
  "spin_multiplicity": 1,
  "largest_force_ev_per_a": 4.12,
  "elements": ["C", "C", "N", "N", "O", "S", "H", "H", "H", "H", "H", "H", "H", "H", "H"],
  "positions_angstrom": [[1.301, -1.870, -0.117], [-0.317, 1.168, 0.647], [-0.546, -0.217, 0.676], [-0.420, 1.857, -0.626], [0.703, -0.660, -0.428], [-1.936, -0.907, -0.014], [2.309, -1.571, -0.526], [1.059, -2.726, -0.799], [1.343, -2.144, 0.937], [-0.954, 1.684, 1.402], [0.648, 1.359, 1.031], [-1.397, 1.699, -0.989], [-0.073, 2.778, -0.598], [0.186, 1.465, -1.339], [-1.907, -1.915, 0.742]]
}

***

{
  "formula": "C10H10N2O",
  "method": "ωB97M-V/def2-TZVPD",
  "homo_lumo_gap_ev": [7.54, 6.32],
  "total_charge": 0,
  "relative_energy_kcal_mol": 134.4,
  "e_homo_ev": [-6.871, -6.765],
  "spin_multiplicity": 1,
  "largest_force_ev_per_a": 3.79,
  "elements": ["C", "C", "C", "C", "C", "C", "C", "C", "C", "C", "N", "N", "O", "H", "H", "H", "H", "H", "H", "H", "H", "H", "H"],
  "positions_angstrom": [[-1.660, 1.369, 2.085], [-0.396, 1.472, 1.504], [-2.523, 0.323, 1.649], [0.154, 0.508, 0.547], [-0.889, -0.369, 0.055], [0.448, -0.746, -1.900], [2.742, 1.281, 0.219], [2.718, -0.092, -0.333], [1.463, 0.580, 0.171], [-1.582, -2.045, -1.724], [-2.039, -0.527, 0.665], [-0.620, -1.052, -1.179], [1.272, -1.049, -2.712], [-1.967, 2.187, 2.829], [0.201, 2.342, 1.925], [-3.564, 0.094, 1.846], [3.095, 1.271, 1.202], [2.754, 2.294, -0.323], [2.875, -0.127, -1.389], [3.159, -0.906, 0.106], [-1.445, -2.974, -1.147], [-2.620, -1.670, -1.285], [-1.577, -2.165, -2.810]]
}